Record 1
29
Properties=species:S:1:pos:R:3 method="wB97M-V/def2-TZVPD" e_homo_ev=-3.942 gap_ha=0.13012 e_above_lowest_kj_mol=21.0 total_charge=-1 lumo_ev=-0.401
Cl -0.7021 1.6377 3.1524
C 0.1320 0.1431 3.1662
C -0.5809 -1.0468 3.1579
Cl -2.2817 -1.0691 3.1006
C 0.0727 -2.3552 3.1933
O -0.5445 -3.4143 3.2058
C 1.6239 -2.3577 3.2019
O 2.2379 -3.4187 3.1929
C 2.2814 -1.0511 3.2132
Cl 3.9852 -1.0781 3.2180
C 1.5715 0.1414 3.2031
Cl 2.4086 1.6365 3.2107
C -1.2392 2.2255 -0.7672
N -2.3012 1.9112 0.0435
O -2.7731 2.7951 0.8292
O -2.8072 0.7503 0.0161
C -0.7752 1.3722 -1.7978
C -1.4965 0.2077 -2.1819
C -0.9624 -0.6765 -3.1092
C 0.2854 -0.4197 -3.7005
C 0.8635 -1.3638 -4.6100
N 1.3528 -2.1347 -5.3440
C 0.9847 0.7608 -3.3834
C 0.4534 1.6618 -2.4755
H -0.7550 3.1782 -0.5757
H -2.4449 0.0034 -1.6950
H -1.5184 -1.5806 -3.3689
H 1.9522 0.9477 -3.8586
H 0.9770 2.5937 -2.2371

Record 2
100
Properties=species:S:1:pos:R:3 method="wB97M-V/def2-TZVPD" e_homo_ev=-8.959 gap_ha=0.31695 e_above_lowest_kj_mol=565.2 total_charge=0 lumo_ev=-0.334
O 0.3726 -3.0724 0.7788
H 0.8488 -2.3441 0.3870
H 0.7195 -3.1890 1.6281
O -1.2010 3.5202 -0.4238
H -1.7256 3.6975 0.3641
H -1.7356 3.9729 -1.1274
O 0.5733 -2.2959 -2.3404
H 1.0867 -2.6162 -3.1003
H -0.1968 -1.9245 -2.7738
O -3.9534 -0.1851 1.3192
H -4.3561 0.3472 0.6318
H -3.7620 0.5470 1.9167
O -4.4707 2.4004 -0.0839
H -4.2732 2.5379 -0.9900
H -3.6888 2.7631 0.3043
O -4.1004 -0.0983 -1.7234
H -3.7055 -0.6367 -1.0562
H -4.7659 -0.6271 -2.1119
O -0.8242 1.9070 2.7633
H -1.1163 2.0657 3.6675
H -1.0530 1.0780 2.4566
O -1.9311 -1.5990 -3.2256
H -2.3992 -2.1591 -2.5720
H -2.1904 -0.7013 -3.0806
O -1.6211 1.2112 -3.0364
H -1.5236 1.4674 -3.9270
H -0.7349 1.0687 -2.6452
O 1.6171 2.9293 1.7242
H 0.7242 3.0921 1.9093
H 1.6937 1.9829 1.8994
C 1.8007 -0.0240 4.2962
C 3.0127 0.6305 3.6436
O 3.4186 1.6274 4.6098
O 0.9536 -0.6098 3.3019
H 1.1819 0.7392 4.7619
H 2.1588 -0.7057 5.0629
H 2.6290 1.0412 2.7825
H 3.8556 0.1012 3.2018
H 2.9579 2.4764 4.6145
H 0.0491 -0.5801 3.7356
C 3.6779 -1.8865 -0.6229
C 3.4885 -0.8105 0.5272
O 3.6057 0.4661 -0.0468
O 3.5121 -3.1379 -0.1046
H 4.4548 -1.7760 -1.4284
H 2.7880 -1.6321 -1.1970
H 4.1842 -0.9923 1.3766
H 2.5119 -0.7264 1.0370
H 4.3375 0.9031 0.3948
H 4.1439 -3.3074 0.6866
C 4.0003 4.2833 -2.3351
C 3.8856 3.8639 -0.8437
O 2.5868 4.1190 -0.4270
O 5.3208 4.5137 -2.7559
H 3.4696 5.1710 -2.6587
H 3.4911 3.5235 -2.8642
H 4.6260 4.2829 -0.1890
H 3.9302 2.7589 -0.8137
H 2.1981 3.4960 0.2353
H 5.3733 5.1309 -3.5306
C 0.9923 1.8519 -4.9751
C 0.6911 0.4025 -5.1016
O 0.7461 -0.0837 -6.3952
O 1.1972 2.1352 -3.6151
H 0.2578 2.4132 -5.4655
H 1.8707 2.1589 -5.3607
H -0.3173 0.1287 -4.8048
H 1.2741 -0.0832 -4.3737
H 1.5360 -0.6041 -6.5682
H 1.8311 1.4407 -3.3919
C -2.4729 -1.5338 4.3283
C -2.2543 -2.5139 3.1626
O -1.8019 -3.7116 3.7039
O -1.2063 -1.3172 5.0082
H -3.2176 -1.8586 5.0183
H -2.8683 -0.5930 3.9795
H -1.5018 -2.2389 2.4607
H -3.2293 -2.5743 2.6741
H -0.8445 -3.5293 3.7907
H -1.5123 -0.6671 5.6401
C 0.2214 0.4501 -0.3361
C -1.2933 0.4127 0.0211
O -1.3951 -0.2805 1.2458
O 0.3637 0.1146 -1.6575
H 0.6595 -0.4228 0.1838
H 0.8639 1.2985 -0.1674
H -1.8451 -0.2373 -0.6364
H -1.8247 1.3864 0.1179
H -2.3032 -0.3362 1.4274
H 0.5677 -0.8121 -1.5962
C -2.6793 -4.3949 0.3036
C -3.3908 -3.0160 0.0267
O -3.5680 -2.8670 -1.3358
O -3.6278 -5.4673 -0.0659
H -2.3523 -4.4242 1.2704
H -1.7214 -4.4955 -0.1893
H -2.7090 -2.2752 0.3959
H -4.4264 -2.8315 0.5084
H -4.1503 -3.4917 -1.6588
H -4.4704 -5.6119 0.4445

Record 3
51
Properties=species:S:1:pos:R:3 method="wB97M-V/def2-TZVPD" e_homo_ev="-12.153 / -12.150" gap_ha="0.22727 / 0.16836" s2=6.0245 total_charge=+1 spin_multiplicity=5 lumo_ev="-5.969 / -7.569"
Ru 0.0501 0.2636 0.2003
F 1.5617 -3.7341 -0.6360
C 1.8625 -3.3764 -1.8832
F 1.4888 -4.3115 -2.7262
F 3.1615 -3.1559 -1.9756
S 0.9920 -1.7913 -2.2700
O 1.3618 -0.9349 -1.1102
O 1.4167 -1.3277 -3.5371
N -0.5154 -2.2427 -2.2088
S -1.7577 -1.4541 -1.7098
O -1.3180 -0.0510 -1.2226
O -2.0463 -2.0136 -0.1619
C -2.4245 -3.3353 0.0298
F -1.3654 -4.1288 0.0647
F -3.0565 -3.3996 1.1804
F -3.2237 -3.7399 -0.9508
F 6.2722 -1.9280 0.4642
C 5.5262 -1.3594 1.4014
C 4.3011 -1.7995 1.6763
N 3.5326 -1.2080 2.6735
C 2.1691 -1.6126 2.8811
C 1.2420 -0.8978 1.9494
O 0.1847 -1.4028 1.4784
O 1.4993 0.3052 1.5392
C 3.9749 -0.1037 3.3993
O 3.2773 0.4320 4.2300
N 5.2614 0.2773 3.1140
C 6.1250 -0.2373 2.1379
O 7.2251 0.2057 1.9629
H 3.8647 -2.6415 1.1565
H 1.8736 -1.3345 3.8975
H 2.0374 -2.6866 2.7546
H 5.6171 1.0533 3.6566
O -2.7011 7.2972 0.5301
N -1.5819 7.1758 0.0868
O -0.8396 8.0616 -0.2635
C -1.0629 5.7918 -0.0241
C 0.2135 5.5900 -0.5094
C 0.6964 4.3025 -0.6173
C -0.0871 3.1998 -0.2435
O 0.3446 1.9600 -0.4473
C -1.3687 3.4671 0.2693
C -1.8721 4.7504 0.3669
N -2.2425 2.3890 0.7221
O -1.7159 1.3581 1.1944
O -3.4217 2.5526 0.6944
N 2.0800 4.1401 -1.1360
O 2.6462 5.1550 -1.4586
O 2.5368 3.0201 -1.1818
H 0.8346 6.4247 -0.8041
H -2.8676 4.9358 0.7459

Record 4
31
Properties=species:S:1:pos:R:3 method="wB97M-V/def2-TZVPD" e_homo_ev=-2.846 gap_ha=0.26589 e_above_lowest_kj_mol=17.9 total_charge=-2 lumo_ev=4.389
Pd -0.6803 -1.2089 -0.4129
O 0.0117 -0.1456 -4.3441
C -0.3129 -0.3955 -3.1847
O 0.2674 -1.1396 -2.3336
C -1.5784 0.2623 -2.6536
C -2.4628 1.0143 -3.4085
C -3.6233 1.4748 -2.8026
C -3.8961 1.1614 -1.4783
C -2.9727 0.4053 -0.7761
N -1.8484 0.0170 -1.3735
C -3.1572 -0.1041 0.6460
O -4.1501 0.2813 1.2612
O -2.2305 -0.8838 1.0300
H -2.2071 1.1969 -4.4428
H -4.3320 2.0643 -3.3736
H -4.7946 1.4627 -0.9584
O 4.7992 1.7725 3.4258
C 4.5251 0.5530 3.3187
O 5.1141 -0.4252 3.8267
C 3.3097 0.2248 2.4409
C 2.5870 1.2429 1.8268
C 1.4939 0.9341 1.0386
N 1.0831 -0.3166 0.8285
C 1.7688 -1.3041 1.4128
C 2.8744 -1.0774 2.2165
C 1.2389 -2.6924 1.1250
O 1.7696 -3.6832 1.5940
O 0.1830 -2.7536 0.3456
H 2.9101 2.2626 1.9894
H 0.9101 1.7056 0.5465
H 3.4001 -1.9059 2.6699

Record 5
30
Properties=species:S:1:pos:R:3 method="wB97M-V/def2-TZVPD" e_homo_ev=-8.486 gap_ha=0.25933 e_above_lowest_kj_mol=209.5 total_charge=0 lumo_ev=-1.429
Ir -1.9153 -0.4744 -0.2057
O 1.2445 0.7292 2.1702
C 0.3421 0.0691 1.7384
O -1.5490 1.2740 0.7446
C 0.5935 -1.2084 0.9701
C 1.7217 -1.9910 1.1157
C 1.7613 -3.2311 0.4931
C 0.6608 -3.6743 -0.2275
C -0.4272 -2.8372 -0.3636
N -0.4152 -1.6264 0.2033
C -1.7148 -3.1684 -1.0857
O -1.9098 -4.2583 -1.5563
O -2.5572 -2.1647 -1.0716
H 2.5333 -1.6177 1.7247
H 2.6373 -3.8574 0.5912
H 0.6118 -4.6513 -0.6878
Cl 1.4918 5.3580 0.0838
C 0.7154 3.8996 -0.4646
C 0.9150 3.4603 -1.7671
C 0.3063 2.3023 -2.2194
C -0.5077 1.5548 -1.3678
O -1.1211 0.4320 -1.7978
C -0.6769 2.0357 -0.0609
C -1.1528 0.4252 2.0077
O -2.0431 -0.5546 1.9685
C -0.0927 3.1947 0.4069
H 1.5485 4.0331 -2.4298
H 0.4484 1.9605 -3.2352
H -1.1920 1.0551 2.9019
H -0.2570 3.5317 1.4209

Record 6
33
Properties=species:S:1:pos:R:3 method="wB97M-V/def2-TZVPD" e_homo_ev=-9.329 gap_ha=0.29120 total_charge=0 smiles="O=[N+]([O-])c1cc(S(=O)(=O)C(F)(F)F)ccc1Sc1nc2ccccc2s1" lumo_ev=-1.405
O 1.4519 -2.0313 -2.6957
N 1.8271 -2.3585 -1.5699
O 2.0014 -3.5066 -1.2326
C 2.1160 -1.3124 -0.6966
C 2.7279 -0.1567 -1.1864
C 3.1712 0.8635 -0.3409
S 3.9519 2.3490 -1.0410
O 5.2973 2.4068 -0.3962
O 4.0941 2.1153 -2.4976
C 2.8337 3.7849 -0.6037
F 2.7060 3.8926 0.7506
F 3.4588 4.9860 -0.9681
F 1.5941 3.7763 -1.1691
C 2.9671 0.7582 1.0472
C 2.3043 -0.3354 1.5341
C 1.8943 -1.3800 0.7058
S 0.8911 -2.6799 1.4030
C -0.5659 -1.7030 1.4922
N -0.7088 -0.8364 2.4791
C -1.8594 -0.0870 2.2272
C -2.3114 0.8839 3.1164
C -3.4804 1.6506 2.7875
C -4.1760 1.3334 1.6018
C -3.7300 0.3274 0.7455
C -2.5735 -0.3519 1.0546
S -1.7600 -1.6802 0.2180
H 2.9312 -0.0198 -2.2544
H 3.2896 1.5335 1.7362
H 2.0315 -0.3532 2.5890
H -1.7234 1.1549 3.9957
H -3.7717 2.4913 3.4305
H -5.0991 1.8656 1.3341
H -4.3182 0.0819 -0.1334